Entry 1:
{
  "formula": "H14O7",
  "method": "ωB97M-V with the def2-TZVPD basis set",
  "symbols": ["O", "H", "H", "O", "H", "H", "O", "H", "H", "O", "H", "H", "O", "H", "H", "O", "H", "H", "O", "H", "H"],
  "xyz": [[-0.32314, -0.50684, -0.83324], [-0.76164, 0.20301, -0.36414], [0.23419, -0.92142, -0.17465], [1.98528, -2.80380, -0.92159], [1.91409, -2.62409, 0.01588], [1.42756, -2.14499, -1.33528], [0.67481, 2.78629, -0.31000], [0.87341, 3.50505, 0.29015], [1.47535, 2.26191, -0.32965], [-1.88284, -0.74759, -3.41343], [-1.02100, -1.09768, -3.63903], [-1.81373, -0.51852, -2.48661], [1.56267, -1.40955, 1.43565], [2.16379, -0.70378, 1.67396], [0.79006, -1.26110, 1.98087], [-0.42122, -0.04850, 2.60582], [-0.97408, -0.80414, 2.80477], [-0.88754, 0.41321, 1.90896], [-1.60921, 1.78774, 0.51855], [-2.43356, 2.27281, 0.48113], [-0.97327, 2.36199, 0.09188]],
  "lowdin_charge": [0.041, 0.015, 0.009, 0.246, 0.050, 0.069, -0.021, 0.073, 0.061, 0.193, 0.086, 0.049, -0.041, 0.078, 0.011, -0.022, 0.069, 0.008, -0.044, 0.073, -0.004],
  "spin_multiplicity": 2,
  "total_charge": 1,
  "orbital_gap_ev": [12.109, 3.135],
  "e_lumo_ev": [-3.32, -11.40],
  "relative_energy_kj_mol": 86.87,
  "e_tot_ha": -534.66986
}

=====

Entry 2:
{
  "formula": "C8H12LiO5",
  "method": "ωB97M-V with the def2-TZVPD basis set",
  "symbols": ["O", "C", "C", "C", "O", "O", "Li", "H", "H", "H", "H", "C", "C", "C", "C", "O", "C", "O", "H", "H", "H", "H", "H", "H", "H", "H"],
  "xyz": [[2.67692, -0.76413, -0.09606], [2.74554, 0.23925, 2.26139], [2.54871, 1.45164, 1.65170], [2.65177, 0.32438, -1.09896], [1.52981, 0.60186, -1.73894], [3.69803, 0.32184, -1.73394], [5.16539, -0.79268, -1.53039], [3.63424, 0.08756, 2.87886], [1.87033, -0.35395, 2.54348], [1.52642, 1.81316, 1.51511], [3.40801, 2.09241, 1.43382], [0.37221, 0.91253, -1.02540], [-0.76247, 0.23439, -1.15468], [-1.95665, 0.57909, -0.31352], [-2.57916, -0.58350, 0.44837], [-3.40632, -1.37778, -0.41108], [-4.69643, -1.28036, -0.23861], [-5.24764, -2.01368, -1.18135], [0.46137, 1.85065, -0.47291], [-0.80135, -0.62827, -1.82478], [2.79835, -1.66905, -0.41397], [-2.73511, 1.02834, -0.95011], [-1.67987, 1.34666, 0.42265], [-3.20143, -0.20649, 1.26912], [-1.81409, -1.25497, 0.85734], [-6.20659, -1.95888, -1.09714]],
  "lowdin_charge": [-0.013, -0.044, -0.072, -0.444, 0.105, 0.010, 0.882, 0.066, 0.065, 0.050, 0.062, -0.101, -0.027, -0.156, -0.187, -0.080, -0.171, 0.059, 0.131, 0.141, 0.113, 0.135, 0.124, 0.119, 0.131, 0.104],
  "total_charge": 1,
  "orbital_gap_ev": 6.354,
  "e_lumo_ev": -4.71,
  "e_tot_ha": -695.38492
}

=====

Entry 3:
{
  "formula": "C9H27F2KNO16P3S2",
  "method": "ωB97M-V with the def2-TZVPD basis set",
  "symbols": ["K", "N", "S", "O", "O", "F", "S", "O", "O", "F", "C", "O", "P", "O", "O", "C", "O", "C", "H", "H", "H", "H", "H", "H", "H", "H", "H", "C", "O", "P", "O", "O", "C", "O", "C", "H", "H", "H", "H", "H", "H", "H", "H", "H", "C", "O", "P", "O", "O", "C", "O", "C", "H", "H", "H", "H", "H", "H", "H", "H", "H"],
  "xyz": [[16.41129, 19.26509, 8.05784], [14.78751, 19.19297, 6.04464], [14.84508, 18.13391, 4.82963], [15.27547, 18.65545, 3.57587], [13.84149, 17.13259, 4.76953], [16.15459, 17.38321, 5.36308], [13.63931, 20.27979, 5.63419], [13.07062, 20.20268, 4.34521], [13.98391, 21.54515, 6.18542], [12.50136, 19.72149, 6.60110], [17.31463, 21.54649, 14.17409], [16.79029, 20.94887, 12.97022], [17.57422, 20.83855, 11.61673], [17.08691, 19.78210, 10.74987], [19.06934, 20.71419, 12.09042], [20.12206, 20.63479, 11.13335], [17.44686, 22.24361, 10.87567], [17.61886, 23.47268, 11.59123], [17.63662, 20.74250, 14.82400], [16.51911, 22.14777, 14.61146], [18.10496, 22.26698, 13.97099], [19.80746, 20.18310, 10.18777], [20.92366, 20.04248, 11.56257], [20.51104, 21.61430, 10.84243], [18.54690, 23.50191, 12.16084], [16.73825, 23.75094, 12.16580], [17.72337, 24.22613, 10.80827], [13.56872, 12.48534, 7.41187], [13.18302, 13.67836, 8.08312], [14.27802, 14.44230, 8.91916], [15.56913, 14.66903, 8.27948], [13.53396, 15.76928, 9.34489], [13.48645, 16.84537, 8.41580], [14.33398, 13.64402, 10.27597], [15.46496, 13.87145, 11.13666], [13.68933, 12.63762, 6.33873], [12.81041, 11.71109, 7.52533], [14.50861, 12.05997, 7.76936], [12.50046, 17.27862, 8.28523], [14.07205, 16.60955, 7.52919], [14.04483, 17.69370, 8.85321], [15.33122, 14.83074, 11.63083], [16.38922, 13.80925, 10.56440], [15.49826, 13.05961, 11.85950], [17.99625, 20.33991, 4.48775], [18.88549, 21.30394, 5.13373], [19.58531, 20.92835, 6.49382], [18.89150, 19.89154, 7.26265], [21.07757, 20.61668, 6.17067], [21.83234, 21.42257, 5.24453], [19.67011, 22.32014, 7.23069], [18.52745, 23.12927, 7.48101], [18.02574, 20.52389, 3.41982], [16.99536, 20.45305, 4.88856], [18.39042, 19.34119, 4.66670], [22.82030, 20.98836, 5.17464], [21.88384, 22.43121, 5.66079], [21.31235, 21.50638, 4.29337], [18.10435, 22.95358, 8.46834], [17.75097, 22.96309, 6.72838], [18.82663, 24.16846, 7.35551]],
  "lowdin_charge": [0.822, -0.417, 0.465, -0.272, -0.250, -0.200, 0.484, -0.243, -0.281, -0.186, -0.070, -0.187, 0.324, -0.267, -0.203, -0.071, -0.216, -0.086, 0.096, 0.095, 0.072, 0.085, 0.094, 0.093, 0.089, 0.097, 0.089, -0.100, -0.182, 0.316, -0.216, -0.190, -0.091, -0.203, -0.079, 0.093, 0.088, 0.087, 0.098, 0.067, 0.069, 0.091, 0.083, 0.086, -0.037, -0.219, 0.313, -0.302, -0.189, -0.059, -0.204, -0.069, 0.098, 0.069, 0.093, 0.092, 0.089, 0.088, 0.073, 0.094, 0.095],
  "total_charge": 0,
  "orbital_gap_ev": 9.769,
  "e_lumo_ev": 0.04,
  "relative_energy_kj_mol": 2.34,
  "e_tot_ha": -4238.17312
}